3 unconnected molecules or ions with the total composition C3H13NO3S at a distorted geometry, computed with ωB97M-V with the def2-TZVPD basis set.

Output
- 2S+1: 2
- HOMO-LUMO gap (alpha / beta): 11.7 / 5.8 eV
- Strongest force on any atom: 0.021 Eh/bohr
- Charge: +1
- Expectation value of S²: 0.76

Each atom is followed by the atoms it is bonded to, with distances in Å.
Element x y z (Å)
1 C 0.79 0.05 -0.58  O2 1.417, C3 1.525, H7 1.100, H8 1.080
2 O 0.08 0.94 -1.44  C1 1.417, H9 0.963
3 C 0.89 0.63 0.83  C1 1.525, C4 1.510, N6 1.447, H10 1.089
4 C 1.78 -0.16 1.77  C3 1.510, S5 1.820, H11 1.090, H12 1.091
5 S 1.79 0.86 3.27  C4 1.820, H13 1.347
6 N -0.40 0.66 1.49  C3 1.447, H14 1.025, H15 1.016
7 H 0.27 -0.92 -0.55  C1 1.100
8 H 1.75 -0.19 -1.01  C1 1.080
9 H -0.85 0.74 -1.29  O2 0.963
10 H 1.31 1.63 0.77  C3 1.089
11 H 2.80 -0.35 1.43  C4 1.090
12 H 1.35 -1.13 2.03  C4 1.091
13 H 1.79 -0.13 4.18  S5 1.347
14 H -1.20 0.81 0.87  N6 1.025
15 H -0.57 -0.14 2.10  N6 1.016
16 H -0.62 -0.43 -3.14  O18 0.950
17 H -1.46 -1.11 -4.19  O18 0.961
18 O -1.35 -1.03 -3.24  H16 0.950, H17 0.961
19 H -2.18 -0.37 -1.63  O21 0.977
20 H -3.45 -0.27 -0.91  O21 0.965
21 O -2.52 -0.07 -0.76  H19 0.977, H20 0.965